220
Properties=species:S:1:pos:R:3 method="wB97M-V/def2-TZVPD" multiplicity=1 e_above_lowest_ev=2.365 gap_ev=9.319 charge=0 e_tot_ev=-115623.1225 mol_weight_g_mol=1277.76
C 2.19602 1.08824 3.83399
C 1.07033 2.05960 4.05128
O 0.13172 2.04530 3.28842
C 1.03528 3.09001 5.20715
H 3.21159 1.47837 3.76674
H 1.94914 0.40968 3.01748
H 2.22476 0.46709 4.72923
H 0.13397 2.84553 5.76926
H 1.09562 4.08695 4.77061
H 1.96044 2.86712 5.73865
C 2.52485 -1.19044 7.01801
C 2.55043 -0.06825 7.96164
O 3.59337 0.24096 8.50492
C 1.28990 0.80989 8.05861
H 2.83155 -0.97944 5.99355
H 1.49392 -1.53515 7.09842
H 3.15955 -2.02651 7.31167
H 0.57565 0.44181 7.32210
H 1.56492 1.82202 7.76187
H 0.87772 0.79127 9.06750
C -0.91431 2.28121 -5.33092
C -1.19601 2.04009 -3.85429
O -0.86451 2.81829 -3.00188
C -1.99327 0.84591 -3.52749
H -1.80465 2.26305 -5.95947
H -0.17630 1.54154 -5.64126
H -0.45540 3.25602 -5.49597
H -2.49002 0.61909 -4.47084
H -2.66814 1.14724 -2.72633
H -1.43437 -0.04094 -3.22876
C 6.09025 -3.74146 3.76711
C 4.60513 -3.75433 3.85504
O 4.03099 -2.85446 4.47340
C 3.85206 -4.86472 3.21054
H 6.45146 -4.36774 2.95139
H 6.55989 -4.04433 4.70295
H 6.38748 -2.71580 3.54850
H 4.13103 -5.07438 2.17792
H 2.81944 -4.53394 3.32177
H 3.88799 -5.81261 3.74749
C -5.54816 3.63114 -3.19499
C -6.55179 2.55613 -3.39996
O -7.11457 2.06847 -2.41147
C -6.91947 2.22135 -4.79923
H -5.92705 4.25327 -2.38413
H -5.29405 4.18783 -4.09700
H -4.59281 3.18439 -2.91962
H -7.63268 1.40283 -4.89654
H -6.02110 1.87035 -5.30700
H -7.21894 3.08332 -5.39540
C 2.48015 4.56819 0.55556
C 1.21041 4.85892 -0.27330
O 1.17135 5.84903 -1.02833
C 0.03815 3.98010 0.16129
H 2.76467 3.51804 0.48970
H 2.27113 4.86036 1.58466
H 3.33571 5.14393 0.20252
H -0.85340 4.42300 -0.28265
H -0.02377 3.92125 1.24794
H 0.20018 2.98248 -0.24687
C 1.80363 -1.10092 -3.30662
C 2.03759 -0.01570 -4.28888
O 1.98884 -0.17941 -5.49205
C 2.37795 1.30979 -3.74259
H 2.77037 -1.14156 -2.80477
H 1.61695 -1.94856 -3.96598
H 1.02696 -0.96931 -2.55326
H 1.81904 1.98791 -4.38747
H 3.44925 1.46399 -3.87159
H 2.15716 1.31503 -2.67519
C -2.97741 3.58733 5.45504
C -4.24025 4.48330 5.51342
O -5.18082 4.19117 6.22998
C -4.26916 5.58322 4.45310
H -3.18414 2.55963 5.75372
H -2.27989 3.90896 6.22841
H -2.34631 3.53006 4.56818
H -5.19112 6.13845 4.62576
H -4.23695 5.12566 3.46431
H -3.36189 6.14183 4.68311
C 4.75113 4.45976 -2.58075
C 5.20206 5.25899 -3.74242
O 5.10192 4.81334 -4.89083
C 5.65351 6.69831 -3.61183
H 5.22779 4.62448 -1.61443
H 4.77896 3.40547 -2.85607
H 3.69931 4.68425 -2.40360
H 5.37028 7.18371 -2.67788
H 5.14899 7.28850 -4.37683
H 6.74072 6.76548 -3.65130
C -1.64958 -7.41211 -4.07711
C -1.66308 -6.40404 -2.89120
O -1.44298 -6.70152 -1.71450
C -2.00514 -4.98230 -3.13599
H -2.69998 -7.53653 -4.34033
H -1.25860 -8.36566 -3.72218
H -0.96696 -7.01375 -4.82774
H -2.89329 -4.53226 -2.69241
H -2.10567 -4.94331 -4.22064
H -1.12061 -4.39652 -2.88586
C -0.91030 -3.30991 -6.74326
C -1.59240 -2.03013 -6.18073
O -2.12115 -2.08899 -5.09867
C -1.43964 -0.68427 -6.91386
H -0.21634 -3.78316 -6.04859
H -0.38594 -3.06646 -7.66731
H -1.76150 -3.98198 -6.85222
H -2.26711 -0.05294 -6.59011
H -1.41470 -0.74570 -8.00184
H -0.55614 -0.08409 -6.69635
C -5.05487 -2.52447 3.59640
C -5.82946 -3.38720 4.58043
O -5.36099 -3.89635 5.56561
C -7.19654 -3.74983 4.12362
H -5.64638 -2.00592 2.84187
H -4.45583 -3.14093 2.92615
H -4.47320 -1.73705 4.07571
H -7.40048 -4.68240 4.64974
H -7.14190 -3.93344 3.05058
H -7.90251 -2.93415 4.27978
C 6.64743 -4.23950 -2.15804
C 6.26966 -2.82984 -1.80743
O 5.98937 -2.66528 -0.58967
C 6.42274 -1.72413 -2.81566
H 6.67339 -4.81088 -1.23017
H 7.60662 -4.15794 -2.66932
H 5.89724 -4.59264 -2.86558
H 5.94979 -0.87839 -2.31653
H 5.87400 -2.04655 -3.70055
H 7.46835 -1.45053 -2.95691
C -0.08628 -1.79456 3.51913
C -0.15943 -2.40101 4.89765
O -0.85626 -1.87034 5.74701
C 0.63847 -3.71937 5.15008
H -0.45994 -0.77913 3.65098
H -0.66003 -2.23210 2.70214
H 0.94927 -1.83806 3.18172
H 0.50883 -4.44505 4.34716
H 0.35308 -4.21381 6.07862
H 1.67416 -3.38499 5.21039
C 5.44011 0.46948 0.73228
C 5.58066 1.92985 0.58394
O 5.16811 2.55039 -0.36925
C 6.38341 2.55281 1.65919
H 6.22797 -0.01421 0.15485
H 4.53611 0.10659 0.24320
H 5.47282 0.07786 1.74897
H 6.35228 1.95028 2.56698
H 5.97153 3.50389 1.99668
H 7.42456 2.72778 1.38809
C -3.34290 2.63717 1.16605
C -4.05092 1.30811 1.33339
O -4.52847 0.71056 0.43189
C -3.96878 0.64118 2.71987
H -3.00795 2.98657 2.14269
H -3.96807 3.45332 0.80388
H -2.53376 2.50890 0.44707
H -3.04398 0.97785 3.18837
H -3.85416 -0.43760 2.61407
H -4.82196 0.90376 3.34537
C -3.08987 5.64449 -1.36199
C -3.28575 6.85274 -0.47267
O -4.21652 6.89497 0.29564
C -2.24664 7.89124 -0.67358
H -2.03276 5.52198 -1.59782
H -3.59446 5.86696 -2.30219
H -3.43371 4.68190 -0.98343
H -2.07626 7.93195 -1.74941
H -1.30041 7.70337 -0.16619
H -2.68348 8.83506 -0.34727
C 1.93510 -6.89250 -2.15902
C 2.75956 -5.65808 -2.06567
O 3.66661 -5.35142 -2.82283
C 2.57953 -4.79676 -0.82155
H 1.72043 -7.13361 -3.20011
H 1.12148 -7.12526 -1.47204
H 2.52751 -7.72267 -1.77436
H 2.71544 -3.77321 -1.17079
H 3.33008 -5.10583 -0.09405
H 1.57658 -4.94310 -0.42059
C 1.50083 -1.36743 0.19378
C 0.63272 -0.10359 0.00955
O 1.14583 0.90217 -0.39056
C -0.87626 -0.20275 0.16229
H 1.04164 -2.29557 -0.14651
H 1.81839 -1.53302 1.22326
H 2.48179 -1.23107 -0.26143
H -1.39411 0.13250 -0.73635
H -1.08372 0.59428 0.87629
H -1.20253 -1.20604 0.43625
C 1.72890 5.31249 -4.08519
C 0.57926 6.14741 -4.56847
O 0.04883 5.95188 -5.64366
C 0.22630 7.32158 -3.69621
H 2.53682 5.91937 -3.67646
H 2.09308 4.82207 -4.98794
H 1.39726 4.70027 -3.24656
H 1.00881 8.06670 -3.55275
H 0.14419 6.88557 -2.70059
H -0.66332 7.88123 -3.98510
C -8.17156 -0.83262 0.34216
C -7.72579 -2.03800 -0.51314
O -7.93117 -3.17768 -0.18451
C -6.88570 -1.66055 -1.67969
H -7.49072 -0.85447 1.19309
H -9.20657 -0.88846 0.67941
H -8.05421 0.16870 -0.07220
H -6.05375 -1.01983 -1.38738
H -7.43811 -0.99667 -2.34468
H -6.54107 -2.58637 -2.14031
C 0.06523 -8.36399 2.43716
C 1.27944 -7.46057 2.24726
O 1.25003 -6.31367 1.83380
C 2.69674 -8.14457 2.43781
H 0.35842 -9.40833 2.32987
H -0.56983 -8.10723 1.58929
H -0.48131 -8.25746 3.37420
H 2.55036 -8.83958 3.26463
H 3.45543 -7.38808 2.63834
H 3.03441 -8.68424 1.55303